Entry 1:
16
Properties=species:S:1:pos:R:3:lowdin_charge:R:1 method="wB97M-V/def2-TZVPD" e_homo_ev="-7.342 / -7.341" total_charge=0 largest_force_ev_per_a=3.5 energy_ha=-321.99847 relative_energy_ev=2.5002
C -1.297 1.404 -0.311 -0.13
C 0.972 0.216 -0.140 -0.47
N 2.311 0.353 0.199 0.10
N -0.714 -1.962 0.651 0.06
C -0.411 -1.465 -0.572 -0.26
C -0.019 1.019 0.381 -0.14
N 0.675 -0.840 -0.947 0.10
H 2.617 1.295 0.391 0.08
H 2.943 -0.166 -0.391 0.08
H -1.074 -1.373 1.386 0.08
H -0.344 -2.831 0.999 0.09
H -1.026 -1.896 -1.363 0.11
H 0.275 1.707 1.170 0.09
H -2.157 1.250 0.347 0.06
H -1.451 0.824 -1.220 0.06
H -1.300 2.464 -0.579 0.07

***

Entry 2:
16
Properties=species:S:1:pos:R:3:lowdin_charge:R:1 method="wB97M-V/def2-TZVPD" smiles="C=C/C(=N/C)NN" e_homo_ev=-7.881 total_charge=0 largest_force_ev_per_a=5.6 energy_ha=-321.91562 relative_energy_ev=4.7549
C 2.117 -0.781 0.038 -0.18
C -0.253 -0.269 0.082 -0.39
C -1.545 -0.187 0.769 -0.14
C -1.818 -0.415 2.102 0.03
H 2.231 0.378 -0.503 0.11
H 1.948 -1.507 -0.797 0.07
H 2.946 -0.901 0.880 0.09
H -1.319 1.043 -1.013 0.13
H 0.504 0.793 -2.866 0.08
H 0.335 2.000 -1.623 0.17
H -2.239 0.053 -0.062 0.09
H -0.938 -0.628 2.742 0.06
H -2.867 -0.284 2.566 0.08
N 0.858 -0.573 0.691 -0.02
N -0.495 0.379 -1.147 -0.14
N 0.537 0.901 -1.859 -0.03

***

Entry 3:
16
Properties=species:S:1:pos:R:3:lowdin_charge:R:1 method="wB97M-V/def2-TZVPD" e_homo_ev=-9.213 total_charge=0 largest_force_ev_per_a=5.7 energy_ha=-321.96858 relative_energy_ev=3.3135
C -1.215 -0.139 -0.068 -0.49
C 0.260 -0.304 -0.434 -0.33
C 1.187 -0.858 0.631 -0.18
C 2.193 0.077 0.103 -0.24
H -2.463 1.289 0.674 0.07
H -1.343 2.061 -0.080 0.11
H -1.699 -1.816 -0.529 0.08
H 0.282 -0.893 -1.226 0.09
H 0.759 -0.689 1.696 0.14
H 1.246 -2.063 0.581 0.15
H 2.694 0.771 0.879 0.13
H 2.788 -0.390 -0.928 0.18
H 0.781 1.550 0.159 0.12
N -1.521 1.148 0.396 0.08
N -2.151 -0.923 -0.168 0.13
N 1.158 0.850 -0.604 -0.04

***

Entry 4:
16
Properties=species:S:1:pos:R:3:lowdin_charge:R:1 method="wB97M-V/def2-TZVPD" e_homo_ev=-8.872 total_charge=0 largest_force_ev_per_a=5.8 energy_ha=-321.84992 relative_energy_ev=6.5427
C 0.663 -0.384 -1.415 -0.36
C 1.009 0.651 -0.409 -0.15
C -1.595 -0.141 1.054 -0.15
C -1.076 0.354 2.427 -0.14
H 1.296 -1.466 -3.096 0.20
H 2.258 0.225 -2.625 0.09
H 0.961 -1.537 -1.022 0.15
H -0.457 -0.438 -1.375 0.10
H 1.698 1.565 -0.469 0.12
H -2.013 -1.218 0.953 0.13
H -1.946 0.631 0.471 0.07
H -1.319 -0.135 3.531 0.14
H -0.953 1.469 2.588 0.10
N 1.195 -0.129 -2.838 -0.09
N 0.483 0.774 0.827 -0.03
N -0.204 -0.221 1.398 -0.18

***

Entry 5:
16
Properties=species:S:1:pos:R:3:lowdin_charge:R:1 method="wB97M-V/def2-TZVPD" smiles="C[N+]1=C[NH+]=CCN1" e_homo_ev="-19.113 / -19.115" total_charge=+2 largest_force_ev_per_a=7.3 energy_ha=-321.28893 relative_energy_ev=3.0338
C 0.187 -1.199 0.145 0.05
C 1.289 1.237 -0.033 0.04
C 2.204 0.023 -0.129 0.16
C -2.156 -0.305 -0.132 0.11
N 1.534 -1.096 -0.062 0.15
N -0.666 -0.166 0.040 -0.11
N -0.275 1.013 -0.068 0.09
H -0.155 -2.204 0.368 0.19
H 1.398 1.939 0.796 0.15
H 1.500 1.848 -0.947 0.16
H 3.253 0.127 -0.186 0.17
H -2.526 0.694 -0.504 0.14
H -2.531 -0.520 0.865 0.13
H -2.452 -1.148 -0.766 0.13
H 1.959 -2.043 -0.346 0.25
H -0.583 1.658 -0.779 0.18

***

Entry 6:
17
Properties=species:S:1:pos:R:3:lowdin_charge:R:1 method="wB97M-V/def2-TZVPD" e_homo_ev=-8.838 total_charge=0 largest_force_ev_per_a=3.2 energy_ha=-397.26446 relative_energy_ev=2.3453
C -2.099 0.000 0.490 -0.08
C -0.194 -1.080 -0.601 -0.12
C 0.962 -0.715 0.324 -0.37
C 1.006 0.798 0.027 -0.39
H -1.592 0.094 1.468 0.08
H -2.854 0.799 0.404 0.08
H -2.576 -1.007 0.423 0.09
H 0.205 -1.276 -1.607 0.13
H -0.733 -1.991 -0.282 0.12
H 0.726 -0.889 1.380 0.15
H 2.739 -0.536 -0.104 0.12
H 1.991 2.473 -0.008 0.10
H -0.392 2.014 -0.940 0.15
N -1.120 0.078 -0.618 -0.19
N 2.105 1.401 0.063 0.12
N -0.284 1.177 -0.374 0.04
O 2.109 -1.339 -0.045 -0.02

***

Entry 7:
17
Properties=species:S:1:pos:R:3:lowdin_charge:R:1 method="wB97M-V/def2-TZVPD" smiles="[H]/N=C(N)/C(N)=C(/C)O" e_homo_ev=-7.986 total_charge=0 largest_force_ev_per_a=4.3 energy_ha=-397.24393 relative_energy_ev=2.9039
C 2.366 0.802 0.382 -0.04
C 0.157 -0.526 0.101 -0.25
C 0.924 0.491 0.477 -0.22
C -1.325 0.002 -0.031 -0.39
N 0.476 -1.699 -0.552 0.10
N -2.000 -0.476 -1.146 0.11
O -0.003 1.722 0.591 -0.11
N -2.009 0.323 1.033 0.08
H -0.755 1.611 1.212 0.04
H -0.280 -2.371 -0.434 0.10
H 1.410 -2.025 -0.332 0.10
H -1.385 -0.585 -1.948 0.10
H -2.847 0.039 -1.350 0.10
H -2.984 0.043 0.909 0.05
H 2.825 0.764 1.375 0.08
H 2.886 0.084 -0.261 0.08
H 2.543 1.801 -0.030 0.09

***

Entry 8:
17
Properties=species:S:1:pos:R:3:lowdin_charge:R:1 method="wB97M-V/def2-TZVPD" e_homo_ev=-8.422 total_charge=0 largest_force_ev_per_a=3.2 energy_ha=-397.28519 relative_energy_ev=1.7812
C 1.388 0.913 0.745 -0.09
C -1.041 0.130 0.992 -0.41
C -0.456 -0.319 -0.866 -0.62
N 0.011 0.557 -1.847 0.11
N -0.513 -1.651 -1.334 0.10
C 0.359 -0.199 0.691 -0.18
O -1.643 0.246 2.181 0.11
N -1.613 0.132 -0.169 0.18
H -0.985 0.261 2.890 0.12
H -1.022 -2.258 -0.704 0.08
H 0.400 -2.047 -1.524 0.09
H -0.352 1.496 -1.723 0.09
H -0.222 0.243 -2.784 0.08
H 0.709 -1.113 1.186 0.13
H 0.978 1.862 0.388 0.08
H 2.251 0.677 0.113 0.08
H 1.752 1.069 1.766 0.07